{
  "formula": "C5H9NO",
  "method": "ωB97M-V with the def2-TZVPD basis set",
  "elements": ["C", "C", "N", "C", "O", "C", "C", "H", "H", "H", "H", "H", "H", "H", "H", "H"],
  "coordinates": [[1.708, -1.193, 0.332], [0.540, -0.612, 1.107], [0.470, 0.870, 1.095], [-0.504, 0.877, 0.164], [-0.886, 1.777, -0.587], [-0.767, -0.594, 0.272], [-1.615, 1.099, -1.990], [1.790, -0.704, -0.645], [1.534, -2.260, 0.157], [2.660, -1.085, 0.859], [0.459, -1.023, 2.115], [1.194, 1.565, 1.227], [-1.677, -0.835, 0.823], [-1.475, 2.022, -2.579], [-2.666, 1.177, -1.644], [-0.767, -1.079, -0.706]],
  "lowdin_charge": [-0.0519, -0.3086, 0.1488, -0.4258, -0.0306, -0.0325, -0.0196, 0.0930, 0.0866, 0.0767, 0.1361, 0.1565, 0.1303, -0.0361, -0.0308, 0.1079],
  "orbital_gap_ev": 7.856,
  "energy_ev": -8864.4639,
  "relative_energy_kj_mol": 458.2,
  "e_lumo_ev": 0.8,
  "spin_multiplicity": 1
}